[1]
75
Properties=species:S:1:pos:R:3 method="wB97M-V/def2-TZVPD" e_above_lowest_kj_mol=1119.3 total_energy_ha=-2821.656694 e_homo_ev=-6.142 mol_weight_g_mol=771.643 gap_ev=1.50 e_lumo_ev=-4.640
Rb -9.50 -5.54 2.40
Sn -10.42 2.95 2.42
B -8.08 7.85 0.37
H -9.09 7.55 0.16
H -7.79 8.64 -0.31
H -8.01 8.23 1.38
H -7.36 7.04 0.35
C -4.31 -1.54 -0.39
C -3.69 -2.42 -1.17
C -2.81 -2.07 -2.43
O -2.20 -2.99 -3.14
C -2.57 -0.76 -2.69
C -3.00 0.30 -1.91
C -3.99 -0.10 -0.68
O -4.56 0.77 0.04
O -2.82 1.49 -2.08
O -3.94 -3.68 -0.80
H -4.90 -1.71 0.50
H -1.87 -0.53 -3.48
C 3.62 4.32 1.04
S 3.23 3.44 2.65
O 1.96 4.19 3.09
C 2.39 2.05 1.75
H 4.04 3.49 0.47
H 4.33 5.13 1.20
H 2.69 4.73 0.63
H 3.13 1.32 1.40
H 1.79 2.41 0.92
H 1.82 1.54 2.53
C -4.48 1.81 7.82
S -4.73 3.67 7.84
O -5.81 4.08 6.83
C -5.35 3.88 9.64
H -3.90 1.70 6.91
H -5.45 1.38 7.56
H -3.87 1.46 8.66
H -6.32 3.39 9.66
H -5.42 4.94 9.89
H -4.57 3.46 10.28
O 3.22 -5.06 6.36
C 2.31 -5.24 5.51
O 1.22 -4.44 5.60
C 0.29 -4.83 4.58
C 0.65 -6.35 4.24
C 2.20 -6.30 4.38
H 0.49 -4.29 3.65
H -0.76 -4.63 4.80
H 0.45 -6.58 3.19
H 0.18 -7.11 4.87
H 2.61 -6.04 3.40
H 2.70 -7.19 4.76
O 6.85 -3.49 -1.32
C 6.54 -3.89 -2.39
O 5.87 -5.11 -2.48
C 5.43 -5.36 -3.85
C 5.65 -4.03 -4.52
C 6.75 -3.29 -3.72
H 4.40 -5.68 -3.99
H 6.06 -6.03 -4.43
H 4.72 -3.46 -4.42
H 5.93 -4.07 -5.57
H 6.62 -2.21 -3.81
H 7.74 -3.57 -4.08
O 2.68 4.24 -10.53
C 2.79 3.45 -9.57
O 2.63 2.23 -9.74
C 2.51 1.51 -8.57
C 3.11 2.41 -7.40
C 2.99 3.76 -8.03
H 3.02 0.54 -8.65
H 1.49 1.18 -8.37
H 4.17 2.22 -7.24
H 2.61 2.24 -6.45
H 3.71 4.47 -7.64
H 1.99 4.15 -7.86

[2]
70
Properties=species:S:1:pos:R:3 method="wB97M-V/def2-TZVPD" spin_multiplicity=3 e_above_lowest_kj_mol=0.0 total_energy_ha=-6351.766467 charge=+1 e_homo_ev="-11.505 / -11.277" mol_weight_g_mol=756.850 gap_ev="8.40 / 8.26" e_lumo_ev="-3.107 / -3.018"
V 1.21 -1.31 0.72
F 3.21 -1.86 0.88
C 3.06 -0.41 0.73
F 3.73 -0.10 -0.40
H 3.56 0.02 1.60
C 3.17 3.37 -0.43
Si 1.45 3.17 0.29
C 0.38 4.60 -0.24
C 1.49 2.99 2.15
Sb 0.40 0.98 -0.58
Si 0.67 0.94 -3.14
C -0.26 -0.56 -3.79
C 2.50 0.82 -3.52
C -0.02 2.51 -3.88
Si -2.14 1.12 -0.15
C -2.88 2.67 -0.91
C -2.42 1.15 1.70
C -2.87 -0.40 -0.97
H 3.62 4.26 0.02
H 3.12 3.54 -1.51
H 3.82 2.52 -0.24
H 0.83 5.53 0.12
H -0.62 4.54 0.19
H 0.29 4.67 -1.32
H 2.07 3.80 2.59
H 1.93 2.04 2.46
H 0.48 3.03 2.56
H -0.14 -1.44 -3.16
H 0.10 -0.80 -4.79
H -1.33 -0.35 -3.86
H 2.96 -0.09 -3.13
H 3.05 1.67 -3.11
H 2.64 0.83 -4.61
H -1.05 2.69 -3.58
H -0.01 2.42 -4.97
H 0.58 3.38 -3.61
H -2.64 3.56 -0.33
H -3.97 2.55 -0.90
H -2.58 2.84 -1.94
H -3.16 1.92 1.95
H -1.52 1.38 2.27
H -2.81 0.19 2.05
H -3.15 -0.19 -2.01
H -3.78 -0.71 -0.44
H -2.18 -1.25 -0.96
Cl -3.72 -3.01 7.15
C -2.75 -2.51 5.82
C -3.21 -2.73 4.52
C -2.43 -2.34 3.46
C -1.19 -1.73 3.68
C -0.75 -1.51 4.98
C -1.52 -1.90 6.06
C -0.36 -1.32 2.55
O 0.77 -0.77 2.70
O -0.73 -1.57 1.33
H -4.16 -3.21 4.37
H -2.76 -2.50 2.44
H 0.21 -1.03 5.14
H -1.19 -1.74 7.07
Br -0.98 -6.19 -1.48
C 0.30 -4.83 -1.69
C 1.29 -4.91 -2.65
C 2.21 -3.88 -2.75
C 2.12 -2.81 -1.88
N 1.15 -2.73 -0.96
C 0.25 -3.72 -0.87
H 1.34 -5.77 -3.31
H 3.00 -3.91 -3.49
H 2.84 -2.00 -1.90
H -0.52 -3.60 -0.12